(1)
Here is a molecular structure, C16H44N4O5P2PtS2 from OMol25. Energies are from the ωB97M-V functional and the def2-TZVPD basis.

Output
spin multiplicity	5
expectation value of S²	6.014
net charge	+4
energy above the lowest of the compared OMol25 structures with the same formula, charge and spin	55.2	kcal per mole
Kohn-Sham gap (alpha / beta)	8.9 / 4.9	eV

Geometry as XYZ:
```
74
Properties=species:S:1:pos:R:3:forces:R:3
H 0.019 -5.359 -0.669 0.0 0.0 0.0
C -3.482 0.444 1.281 0.1 0.1 0.0
H -0.038 0.226 5.401 0.0 0.0 0.0
H 1.083 -4.395 2.120 0.0 0.0 0.0
O -1.450 2.724 -0.567 -0.1 0.2 -0.2
C -2.272 -0.181 3.439 0.0 0.0 -0.1
H 0.237 1.514 -4.771 0.0 0.0 0.0
H 0.281 -2.812 2.057 0.0 0.0 0.0
H 0.000 3.999 4.635 0.0 0.0 0.0
H 3.390 -3.949 0.354 0.0 0.0 0.0
H 4.649 0.653 -0.872 0.0 0.0 0.0
H -1.735 4.173 4.867 0.0 0.0 0.0
S -0.525 0.258 3.173 0.0 0.1 0.0
H 1.785 -0.415 -5.479 0.0 0.0 0.0
H -2.113 5.811 1.081 0.0 0.0 0.0
O 1.336 0.531 -0.951 0.2 0.2 -0.1
H -3.240 4.632 0.326 0.0 0.0 0.0
O 1.328 -1.879 -1.836 0.1 -0.1 -0.1
C -1.007 2.179 5.251 0.0 0.0 0.0
H 4.501 -1.560 -3.532 0.0 0.0 0.0
H -2.429 -0.212 4.517 0.1 0.0 0.0
H -2.315 4.203 1.813 0.0 0.0 0.0
O -0.484 -1.519 -0.032 -0.1 0.0 0.0
H -4.229 1.090 0.824 0.0 0.0 0.0
H -2.929 1.799 2.861 0.0 0.0 0.0
H -1.434 -1.930 -2.585 0.0 0.0 0.0
C -0.962 3.504 4.493 0.0 -0.1 0.0
N 1.100 0.077 -3.525 -0.1 -0.1 -0.2
H -4.210 0.686 3.267 0.0 0.0 0.0
P 0.432 -2.498 -0.633 0.1 0.2 0.0
C -1.549 -3.007 -2.508 0.1 -0.1 0.0
H -1.496 -3.491 -3.489 0.0 0.0 0.0
H -2.367 -1.200 3.062 -0.1 0.0 0.0
H 3.660 -0.146 -4.217 0.0 0.0 0.0
O -0.518 1.397 2.088 0.1 -0.2 0.3
H -1.107 3.370 3.421 0.0 -0.1 0.0
C -0.092 1.081 4.719 0.0 0.1 -0.1
H 2.642 -4.062 -1.248 0.0 0.0 0.0
C 1.177 -3.362 1.789 0.0 0.0 0.0
H -0.664 2.351 6.274 0.0 0.0 0.0
C 2.475 -4.204 -0.181 0.1 0.1 0.0
H 4.967 -1.077 -0.898 0.0 0.0 0.0
S -0.964 4.145 -0.108 0.2 -0.1 0.2
H -2.535 -3.248 -2.089 0.0 0.0 0.0
C 4.163 -0.333 -0.898 0.0 -0.1 -0.1
H -1.112 6.169 -1.283 0.0 0.0 0.0
C -3.253 0.764 2.748 0.0 0.0 0.0
H 2.041 -2.908 2.271 0.0 0.0 0.0
H -2.541 0.635 0.679 -0.3 -0.1 0.0
C -0.483 -5.027 -1.572 0.0 0.0 0.0
N 1.377 -3.341 0.314 0.2 -0.2 0.0
H 2.258 -5.254 0.012 -0.1 0.0 0.0
H 0.927 1.436 4.545 0.0 0.0 0.0
P 1.671 -0.324 -2.102 -0.3 0.0 0.2
H 1.339 2.211 -3.582 0.0 0.0 0.0
C -2.308 4.757 0.876 -0.1 0.0 0.0
N 3.438 -0.441 -2.146 0.2 0.1 0.2
H 5.145 0.054 -3.222 0.0 0.0 0.0
N -0.541 -3.589 -1.649 -0.2 0.1 0.0
C 1.123 -0.812 -4.710 -0.1 0.0 0.0
H -1.496 -5.432 -1.638 0.0 0.0 0.0
C 0.569 1.458 -3.738 0.1 0.1 0.0
C 4.220 -0.508 -3.361 -0.1 0.0 0.0
H 0.119 -0.873 -5.127 0.0 0.0 0.0
H -0.277 1.659 -3.085 0.0 -0.1 0.0
Pt -0.747 0.887 0.052 0.1 -0.3 -0.1
H -0.410 4.877 -2.280 0.0 0.0 0.0
H -2.030 1.813 5.359 0.0 0.0 -0.1
H 1.449 -1.816 -4.440 0.0 0.0 0.0
C -1.198 5.121 -1.572 -0.1 0.0 -0.1
H 0.065 -5.397 -2.455 0.0 0.0 0.0
H -2.186 4.911 -1.981 0.0 0.0 0.0
H -3.744 -0.599 1.103 0.0 0.0 0.0
H 3.505 -0.437 -0.042 0.0 0.0 0.0
```
Positions in Å, forces in eV/Å.

Let us look at the Mulliken charges, expressed in e, one per atom: H 0.31; C -0.37; H 0.52; H 0.34; O -0.65; C -0.93; H 0.47; H 0.18; H 0.43; H 0.37; H 0.39; H 0.36; S 0.48; H 0.51; H 0.50; O -1.35; H 0.40; O -0.05; C -0.43; H 0.35; H 0.51; H 0.05; O -0.39; H 0.41; H -0.01; H 0.19; C -0.80; N 0.42; H 0.52; P 0.00; C -0.78; H 0.40; H 0.55; H 0.33; O -1.05; H -0.18; C -0.98; H 0.27; C -0.81; H 0.44; C -1.02; H 0.43; S 0.63; H 0.38; C -0.91; H 0.47; C -0.20; H 0.34; H -0.38; C -0.75; N 0.51; H 0.41; H 0.50; P 0.31; H 0.33; C -0.84; N 0.31; H 0.39; N 0.29; C -1.08; H 0.37; C -0.93; C -0.79; H 0.42; H 0.27; Pt 2.33; H 0.35; H 0.26; H 0.30; C -1.07; H 0.37; H 0.36; H 0.40; H 0.30

***

(2)
Here is C8H5Br3 in the gas phase at a distorted geometry from OMol25. Energies are from the ωB97M-V functional and the def2-TZVPD basis.

Output
spin multiplicity	1
net charge	0
Kohn-Sham gap	9.1	eV
SMILES	C=Cc1c(Br)ccc(Br)c1Br

Geometry as XYZ:
```
16
Properties=species:S:1:pos:R:3:forces:R:3
Br 0.090 3.165 0.816 0.1 -1.2 0.0
Br -1.881 -2.269 1.542 -0.3 -0.3 0.1
C 1.354 0.679 -0.060 0.3 -0.1 0.2
H -3.560 -0.287 0.804 0.2 0.0 -0.1
H -4.148 1.036 1.894 0.3 0.1 0.1
C -3.293 0.553 1.429 1.5 0.7 0.0
H -1.900 1.844 2.284 0.2 0.0 -0.2
Br 2.851 1.790 -0.489 -0.3 -0.5 -0.1
H 0.403 -2.586 -0.032 0.1 0.2 -0.1
C 0.353 -1.511 0.116 0.9 0.0 -0.5
C 0.261 1.236 0.613 -0.3 -0.2 -0.4
C 1.412 -0.701 -0.337 -0.5 0.5 0.0
C -2.017 1.002 1.606 -2.1 -0.5 0.4
C -0.736 -0.993 0.794 1.4 1.0 -0.2
C -0.804 0.404 1.014 -0.8 0.0 0.1
H 2.249 -1.100 -0.939 -0.6 0.2 0.7
```
Positions in Å, forces in eV/Å.

Let us look at the natural (NBO) charges, expressed in e, one per atom: Br 0.08; Br 0.10; C -0.11; H 0.20; H 0.21; C -0.34; H 0.22; Br 0.08; H 0.23; C -0.21; C -0.06; C -0.22; C -0.22; C -0.08; C -0.13; H 0.24

***

(3)
Here is a molecular structure, C19H26O4S at a distorted geometry from OMol25. Energies are from the ωB97M-V functional and the def2-TZVPD basis.

Output
spin multiplicity	1
net charge	0
energy above the lowest of the compared OMol25 structures with the same formula, charge and spin	435.0	kcal per mole
Kohn-Sham gap	8.3	eV

Geometry as XYZ:
```
50
Properties=species:S:1:pos:R:3:forces:R:3
C -0.084 -1.483 0.238 8.2 9.7 -0.5
C -2.368 2.237 2.459 -3.4 -0.3 8.2
C 2.743 -4.683 -0.662 -0.1 11.1 -2.9
C -0.983 1.911 1.859 -1.8 -0.5 8.0
C -3.511 2.546 0.439 -5.0 2.2 -0.8
H 3.249 -3.912 -1.726 -2.5 -2.9 2.5
H -2.376 2.782 3.621 1.1 -1.8 -2.8
H 1.640 -4.523 1.931 2.6 0.6 -1.2
C -1.420 1.357 0.770 -3.1 -7.5 -13.2
C -1.962 3.944 -3.356 8.5 -12.2 -7.1
H -0.513 1.093 2.433 0.5 1.1 0.3
H -3.073 1.145 2.828 2.3 3.2 -1.6
H 4.826 -2.489 1.382 0.1 1.6 0.9
C 0.592 0.004 0.056 -11.8 -5.0 1.0
O -2.808 1.209 -1.304 3.0 3.0 0.6
C 2.712 -0.912 -0.011 2.1 -13.6 3.0
C -2.499 4.761 -2.864 -2.3 1.3 1.4
H 4.852 -2.741 -0.488 0.9 0.0 1.1
C -2.245 2.168 -0.304 -5.7 -5.9 5.1
H -1.885 3.033 -0.524 3.3 4.9 -2.9
H -2.035 2.093 -4.253 0.5 -0.3 -1.2
H 5.164 -4.061 0.806 0.3 0.3 -0.6
H -2.831 5.489 -2.498 -5.1 10.2 5.3
C 2.156 -2.369 0.379 0.9 5.6 -2.5
C -3.305 3.267 1.789 0.1 -4.7 -0.8
H 3.453 -4.994 1.938 -0.5 0.0 -0.3
O -2.224 0.043 -3.319 2.6 2.6 3.7
C 2.786 -4.136 1.708 -2.6 -3.0 5.9
C 0.724 -2.421 0.495 4.8 -6.2 -1.1
H -4.214 3.467 2.416 1.0 -0.1 -0.9
C 3.072 -3.572 0.406 1.3 1.9 1.1
H -0.988 -1.381 0.212 -10.0 -0.2 -0.4
O -0.637 1.960 -2.749 -0.8 1.8 -0.7
H 0.363 -3.427 0.277 -0.4 -0.3 1.1
H -4.310 3.302 -0.179 2.4 -2.3 0.9
S -1.442 0.741 -2.079 -3.7 -5.9 -8.5
H -0.542 2.791 1.675 2.5 3.0 -0.3
C 1.817 -0.034 -0.080 6.5 11.6 -1.6
H 3.410 -5.326 -0.541 5.0 -6.4 0.9
O -0.279 1.038 -0.244 1.9 0.6 4.0
H 3.756 -1.054 -0.012 0.9 1.5 -0.5
H -4.080 1.593 0.612 0.3 0.9 -0.1
H -2.689 4.056 1.601 1.2 3.0 -0.2
C 4.686 -3.104 0.554 -3.3 -2.9 -3.0
H 2.375 1.088 -0.173 -1.8 -2.3 -0.2
H 1.740 -4.807 -0.443 -2.0 -1.0 -0.9
H 2.867 -3.578 2.724 0.3 0.2 -2.1
H -0.288 3.019 -4.586 -2.4 -0.7 1.1
C -1.243 2.770 -3.944 1.0 0.1 2.0
H -2.151 0.103 0.730 2.2 4.1 0.9
```
Positions in Å, forces in eV/Å.

Let us look at the natural (NBO) charges, expressed in e, one per atom: C -0.16; C -0.37; C -0.51; C -0.59; C -0.39; H 0.17; H 0.22; H 0.21; C 0.21; C 0.00; H 0.26; H 0.22; H 0.22; C 0.26; O -0.65; C -0.23; C -0.19; H 0.22; C -0.01; H 0.20; H 0.27; H 0.21; H 0.17; C 0.07; C -0.43; H 0.20; O -0.98; C -0.64; C -0.28; H 0.24; C -0.09; H 0.17; O -0.73; H 0.20; H 0.21; S 1.74; H 0.24; C -0.21; H 0.18; O -0.61; H 0.23; H 0.22; H 0.19; C -0.61; H 0.18; H 0.22; H 0.23; H 0.25; C -0.16; H 0.22

***

(4)
Here is a molecular structure, C3H2FNdO2 at a distorted geometry from OMol25. Energies are from the ωB97M-V functional and the def2-TZVPD basis.

Output
spin multiplicity	5
expectation value of S²	6.005
net charge	+1
energy above the lowest of the compared OMol25 structures with the same formula, charge and spin	0.0	kcal per mole
Kohn-Sham gap (alpha / beta)	6.8 / 6.9	eV

Geometry as XYZ:
```
9
Properties=species:S:1:pos:R:3:forces:R:3
C 1.683 0.846 -0.539 0.3 1.2 -3.2
Nd -2.174 -0.594 0.675 1.8 0.1 -0.6
F 0.328 -1.559 -0.802 1.5 1.9 1.2
C 0.406 0.246 0.943 -0.3 -0.5 -0.1
O 0.792 1.514 0.213 -0.2 0.0 0.8
O 2.347 1.281 -1.444 -0.7 -0.9 1.6
H 0.667 0.286 2.010 0.3 0.2 -0.3
H 2.175 -1.145 0.437 -0.5 -0.2 -0.4
C 1.374 -0.499 0.065 -2.2 -1.9 0.9
```
Positions in Å, forces in eV/Å.

Let us look at the natural (NBO) charges, expressed in e, one per atom: C 0.72; Nd 1.80; F -0.53; C -0.54; O -0.49; O -0.47; H 0.20; H 0.24; C 0.08